Record 1
A molecular structure, C37H37Br2NO4ReSSb2 in a non-equilibrium geometry. Source: the OMol25 dataset; level of theory: ωB97M-V with the def2-TZVPD basis set.

For the total energy, the calculation gives -7892.1544 Eh. As for the expectation value of S²: 3.77. The largest force on an atom comes out at 1.4 eV Å⁻¹. As for the net charge: +2. As for the spin multiplicity: 4. The orbital gap (spin up / spin down) comes out at 8.12 / 6.18 eV.

Geometry as XYZ:
```
85
Properties=species:S:1:pos:R:3:forces:R:3
Re 0.207 0.447 -1.164 1.3 0.4 0.4
Sb -3.038 -1.199 0.184 0.3 0.2 -0.2
Sb 1.140 -1.888 -0.169 0.0 -0.1 -0.5
Br -3.169 2.323 -2.181 -0.1 -0.1 0.0
Br -1.271 -0.135 -3.041 -0.3 -0.2 0.0
S 1.764 2.318 -1.193 -0.3 -0.9 -0.2
O -0.949 0.726 0.363 -0.1 0.4 0.3
O 1.979 1.431 -0.006 -0.3 0.0 -0.1
O -1.341 2.115 2.059 0.1 0.4 -0.1
O 1.762 1.339 -2.363 0.3 0.5 0.0
N 0.226 2.708 -1.194 -0.4 -0.1 0.2
C -7.079 -0.024 -0.747 0.0 0.0 0.0
C 4.237 3.293 -0.947 0.0 0.0 0.1
C 3.484 5.786 -1.955 0.0 0.0 0.0
C -2.603 -0.491 4.438 -0.1 -0.1 0.0
C 3.289 -0.713 3.460 0.0 0.0 0.0
C 0.189 -3.781 0.086 -0.1 0.0 0.2
C -7.451 -0.888 -1.770 0.0 0.0 0.0
C 2.920 3.564 -1.316 0.1 0.1 -0.1
C -2.270 -3.104 -0.417 -0.1 -0.1 0.0
C -1.269 -3.765 0.538 -0.1 -0.1 0.1
C -5.286 -1.928 -1.708 0.0 0.1 0.0
C 2.846 -2.401 -1.275 0.1 -0.1 -0.1
C 5.003 -3.134 -2.868 0.0 0.0 0.0
C 2.331 -0.893 4.448 0.0 0.0 0.0
C 3.841 -2.656 -3.456 0.0 0.0 0.0
C -4.916 -1.069 -0.669 -0.4 -0.1 -0.2
C -5.810 -0.107 -0.198 0.0 0.0 0.1
C -4.432 -1.768 2.764 0.0 0.0 0.0
C 5.171 4.298 -1.091 0.0 0.0 0.0
C -0.363 3.115 0.104 0.1 0.2 -0.3
C 4.012 -2.890 -0.689 -0.1 -0.1 0.1
C 2.527 4.801 -1.828 0.0 0.0 0.0
C -2.144 1.555 -3.579 0.1 0.0 -0.1
C -3.314 -1.118 2.236 0.0 -0.1 0.4
C 1.727 -1.469 1.793 0.0 0.1 0.3
C -2.402 -0.467 3.066 0.1 0.0 -0.1
C 2.990 -0.992 2.134 0.0 0.1 -0.1
C -0.912 1.969 0.960 -0.1 -0.2 -0.1
C 5.843 6.626 -1.772 0.0 0.0 0.0
C 2.765 -2.288 -2.661 0.0 0.1 0.0
C -3.698 -1.158 4.970 0.0 0.0 0.0
C 4.814 5.551 -1.597 0.0 0.0 0.0
C 1.064 -1.349 4.112 0.0 0.0 0.0
C -6.560 -1.838 -2.251 0.0 0.0 0.0
C -4.612 -1.791 4.139 0.0 0.0 0.0
C 5.088 -3.251 -1.488 0.0 0.0 0.0
C 0.764 -1.632 2.788 0.0 -0.1 0.0
H 0.784 -4.261 0.866 0.1 0.0 -0.1
H -1.211 3.759 -0.128 0.0 0.0 0.1
H 3.742 -0.816 1.376 0.0 0.0 0.0
H -1.884 -2.987 -1.430 0.0 0.0 0.0
H 0.313 -1.484 4.879 0.0 0.0 0.0
H -1.328 -3.335 1.541 -0.1 0.0 0.0
H 4.274 -0.350 3.723 0.0 0.0 0.0
H 0.348 -4.348 -0.832 -0.1 0.1 -0.1
H 2.570 -0.674 5.480 0.0 0.0 0.0
H -5.472 -2.296 4.559 0.0 0.0 0.0
H -4.600 -2.673 -2.092 0.0 0.0 0.0
H 6.198 4.113 -0.802 0.0 0.0 0.0
H 5.989 -3.635 -1.029 0.0 0.0 0.0
H -3.850 -1.172 6.041 0.0 0.0 0.0
H -7.781 0.711 -0.376 0.0 0.0 0.0
H 0.318 3.698 0.725 0.0 0.0 0.0
H 6.744 6.414 -1.200 0.0 0.0 0.0
H -2.778 1.269 -4.410 0.0 0.1 0.0
H -6.858 -2.513 -3.042 0.0 0.0 0.0
H 5.843 -3.420 -3.487 0.0 0.0 0.0
H -1.568 0.089 2.649 -0.2 -0.3 0.2
H 1.869 -1.902 -3.138 0.0 0.0 0.0
H -5.532 0.564 0.607 0.0 0.0 0.0
H 3.199 6.758 -2.337 0.0 0.0 0.0
H 1.497 4.981 -2.109 0.0 0.0 0.0
H 4.085 -3.017 0.383 0.0 0.0 0.0
H 3.772 -2.568 -4.532 0.0 0.0 0.0
H -5.161 -2.248 2.121 0.0 0.0 0.0
H -8.444 -0.821 -2.194 0.0 0.0 0.0
H 6.123 6.707 -2.824 0.0 0.0 0.0
H -1.599 -4.798 0.672 0.1 0.0 0.0
H -3.187 -3.695 -0.480 0.0 0.0 0.0
H 5.452 7.594 -1.462 0.0 0.0 0.0
H -1.911 0.022 5.093 0.0 0.0 0.0
H -0.231 -1.991 2.543 0.1 0.1 0.1
H -1.335 2.218 -3.859 0.0 0.0 0.0
H 4.515 2.328 -0.545 0.0 0.0 0.0
```
Forces are in eV/Å.

***

Record 2
A molecular structure, C34H63BeF9MgN4O10PS in a non-equilibrium geometry. Source: the OMol25 dataset; level of theory: ωB97M-V with the def2-TZVPD basis set.

For the total energy, the calculation gives -4157.1422 Eh. The largest force on an atom comes out at 2.8 eV Å⁻¹. As for the net charge: +1. As for the spin multiplicity: 1. The orbital gap comes out at 1.89 eV.

Geometry as XYZ:
```
124
Properties=species:S:1:pos:R:3:forces:R:3
S -4.730 -2.023 5.911 0.1 0.0 0.2
P -0.520 0.620 -3.841 -2.1 0.7 -0.4
Mg 3.621 -0.215 -2.632 0.3 0.2 1.0
F -7.699 3.586 -6.282 -0.3 0.1 -0.1
F -2.782 2.725 1.828 0.0 0.0 0.3
F -5.481 4.658 -5.793 0.3 -0.1 0.1
F -3.438 4.722 -6.533 0.1 -0.1 0.1
F -8.354 5.525 -9.138 -0.1 0.2 0.1
F -5.803 2.261 -7.345 0.1 0.0 0.0
F -4.301 2.212 -5.766 0.2 0.1 0.0
F -7.218 3.667 -9.073 -0.1 0.0 0.0
F -9.460 3.619 -7.580 0.1 0.0 0.0
O 7.599 -2.670 -2.750 0.1 0.1 0.1
O 6.752 -3.427 -4.637 0.2 0.2 0.1
O -2.405 0.399 6.953 0.1 0.2 0.0
O 9.346 -2.876 2.153 -0.1 0.2 0.0
O -0.928 -2.815 8.359 -0.1 0.1 -0.2
O -5.537 -1.611 4.729 0.0 -0.2 -0.1
O 1.829 2.911 -4.055 -1.0 -0.5 0.4
O -5.070 4.887 -7.985 -0.2 -0.5 0.1
O 5.448 -3.051 -3.048 -0.3 0.6 0.4
O 3.481 3.152 -5.516 0.5 0.1 -2.2
N 8.914 -4.945 1.351 -0.1 -0.3 -0.1
N -2.598 2.699 -0.910 -0.1 0.3 -0.7
N 4.974 0.199 -0.889 -2.2 -0.6 -1.6
N 0.280 -2.875 -4.253 0.0 -1.4 -1.7
C 0.319 -1.991 -3.385 0.6 0.2 0.4
C 8.926 -6.383 1.551 -0.1 0.2 -0.2
C -4.020 2.560 2.370 -0.2 0.0 0.1
C 6.654 -3.035 -3.446 -0.4 -0.2 -0.4
C 4.014 3.090 -3.258 -0.8 -0.6 0.8
C -0.090 -5.055 8.943 -0.1 0.0 0.0
C -4.815 3.668 2.563 0.1 0.3 -0.1
C -1.520 2.054 -1.637 -0.1 0.0 0.4
C -7.557 4.755 -8.349 0.4 -0.3 -0.3
C -8.407 4.349 -7.147 -0.4 -0.1 0.1
C 7.453 0.793 -0.437 0.3 -0.1 0.3
C -6.079 3.493 3.104 0.0 -0.1 0.0
C 7.331 0.020 1.992 0.0 0.1 0.0
C -6.521 2.223 3.450 0.0 0.0 0.0
C -4.623 2.772 -6.958 -0.1 -0.6 0.0
C -4.439 1.289 2.703 0.2 -0.2 -0.1
C -4.952 -3.796 6.111 0.0 -0.1 0.0
C -3.022 -2.121 5.377 0.1 -0.2 -0.2
C 1.559 -1.729 -2.595 1.1 0.8 1.1
C -2.024 1.278 -2.818 1.1 -0.2 0.3
C 3.078 3.049 -4.412 0.8 0.3 1.1
C -0.803 -1.190 -3.041 0.1 0.5 0.7
C -5.701 1.121 3.252 -0.2 0.1 -0.1
C -1.786 -2.668 9.480 -0.1 0.0 0.1
C -6.299 5.585 -8.059 0.1 0.7 -0.2
C 8.425 -4.402 0.095 0.1 0.1 0.2
C 9.339 -4.088 2.286 0.1 0.0 0.2
C -1.121 -2.038 10.691 0.2 0.0 -0.1
C -4.692 4.290 -6.817 -0.2 0.6 0.0
C -0.417 2.295 -4.824 0.9 0.0 0.3
C 8.054 -0.106 0.657 -0.1 -0.3 0.4
C 6.066 0.454 -0.690 1.4 0.5 0.2
C 0.934 2.857 -5.166 -1.2 -0.1 0.0
C 0.221 -3.620 8.554 0.1 -0.1 0.1
Be -1.631 1.599 -7.651 0.1 -0.3 -0.3
H -7.506 2.091 3.875 0.0 0.0 0.0
H 0.833 -5.629 9.030 0.0 0.0 0.0
H 0.750 -3.612 7.601 -0.1 0.1 -0.1
H 0.750 3.871 -5.469 0.2 0.6 -0.5
H 0.353 1.062 -2.741 0.7 -0.1 0.1
H 7.577 -3.741 0.287 0.0 0.0 -0.1
H -1.044 3.050 -4.397 -0.4 0.2 0.7
H -6.437 6.248 -7.206 -0.1 -0.2 0.1
H -6.720 4.351 3.255 0.0 0.0 0.0
H -2.684 -1.117 5.152 0.0 0.1 0.1
H -1.464 0.159 -4.882 0.3 -0.3 -0.2
H 9.554 -6.858 0.795 0.0 -0.1 0.0
H -2.238 -3.631 9.741 0.1 0.0 0.1
H 1.330 2.298 -5.989 0.7 -0.2 -0.3
H 9.210 -3.819 -0.387 -0.1 0.0 -0.1
H -3.863 2.488 -7.699 -0.1 0.2 0.0
H -1.846 -1.911 11.494 0.0 0.0 0.0
H -2.314 1.231 6.477 -0.1 0.0 0.0
H 4.823 2.411 -3.443 0.8 -0.2 -0.2
H -6.180 6.237 -8.921 0.0 -0.1 -0.1
H -4.449 4.649 2.292 0.0 0.0 0.0
H -5.984 -3.976 6.404 0.0 0.0 0.0
H -8.787 5.231 -6.624 0.1 0.0 0.0
H -0.845 2.030 -5.786 -0.2 -0.2 0.0
H 6.289 -0.301 1.919 0.0 0.0 0.0
H 7.815 -0.610 2.734 0.0 0.0 0.0
H 9.319 -6.622 2.535 0.0 0.0 0.0
H 1.835 -2.556 -1.961 0.1 -0.4 0.2
H 4.389 4.082 -3.152 0.5 0.7 0.0
H 7.912 -6.779 1.469 0.0 -0.1 0.0
H -2.960 -2.747 4.485 -0.1 0.0 0.0
H 3.505 2.843 -2.335 -0.1 -0.1 0.4
H 2.414 -1.542 -3.271 -0.1 -0.6 -0.8
H -0.964 1.394 -0.971 0.4 -0.4 0.1
H -4.744 -4.302 5.168 0.0 0.0 0.0
H 1.447 -0.854 -1.949 -0.3 0.3 0.2
H 9.693 -4.581 3.206 0.0 0.0 0.0
H -4.281 -4.155 6.892 0.0 0.0 0.0
H 0.890 -3.156 9.286 0.0 0.0 0.1
H -2.251 3.336 -0.217 0.2 0.1 0.2
H 7.347 1.050 2.355 0.0 0.0 0.0
H -2.605 0.465 -2.418 -0.5 -0.5 -0.2
H -0.305 -2.650 11.075 0.0 0.0 0.1
H -0.611 -5.117 9.899 0.1 0.0 0.0
H 8.030 -1.147 0.335 0.1 0.0 -0.1
H -0.724 -5.526 8.190 0.0 0.0 0.0
H 1.179 -3.333 -4.347 0.1 -0.3 -0.3
H -3.117 1.997 -0.415 -0.3 -0.1 0.2
H -2.646 1.930 -3.405 -0.4 0.1 -0.5
H -0.708 -1.062 10.435 0.0 0.0 0.0
H -1.663 0.390 7.566 0.0 -0.1 0.0
H 0.646 0.105 -4.610 0.2 0.1 0.1
H 8.004 0.681 -1.372 -0.1 0.0 -0.1
H -2.413 -2.537 6.182 0.0 0.1 0.0
H -1.703 -1.591 -3.437 -0.8 -0.1 -0.4
H -2.602 -2.026 9.144 0.0 0.0 -0.1
H -6.040 0.132 3.526 0.1 0.0 0.0
H 7.496 1.843 -0.142 -0.1 0.1 0.0
H -0.840 -1.071 -1.971 -0.3 0.5 0.5
H -3.786 0.442 2.533 0.0 0.0 0.0
H 9.101 0.161 0.787 0.0 0.1 -0.2
H 8.115 -5.207 -0.564 0.0 -0.1 0.0
H -0.795 2.784 -1.958 0.3 0.6 -0.2
```
Forces are in eV/Å.

***

Record 3
A molecular structure, C20H19N5O6PtS2 in a non-equilibrium geometry. Source: the OMol25 dataset; level of theory: ωB97M-V with the def2-TZVPD basis set.

For the total energy, the calculation gives -2414.2899 Eh. The largest force on an atom comes out at 1.1 eV Å⁻¹. As for the spin multiplicity: 1. The orbital gap (spin up / spin down) comes out at 5.89 / 5.89 eV.

Geometry as XYZ:
```
53
Properties=species:S:1:pos:R:3:forces:R:3
Pt 0.254 0.264 -0.209 -0.8 -0.7 0.3
S 0.048 -3.366 -0.558 0.0 0.1 -0.1
S -2.863 -3.015 -1.004 0.1 0.0 -0.1
O 3.102 2.840 2.489 0.2 0.1 0.0
O 0.244 0.337 -2.587 0.3 0.4 -0.6
O 1.064 2.379 2.068 -0.8 0.1 -0.2
O 1.285 1.523 -4.207 0.1 0.1 0.3
O -5.149 -0.324 0.460 0.1 -0.1 0.0
O -1.359 1.411 -0.272 -0.2 -0.2 0.2
N -2.540 -0.516 0.164 0.0 0.0 0.1
N 2.200 2.559 1.719 0.3 0.0 0.2
N -1.306 -1.142 0.028 0.7 0.7 0.0
N 3.367 -1.844 1.851 0.0 -0.1 -0.1
N 1.914 -0.804 0.158 -0.2 0.1 0.2
C -6.066 1.826 0.518 0.0 0.0 0.0
C 2.061 1.685 -1.971 -0.5 -0.1 0.3
C -3.580 2.978 0.121 0.0 0.0 0.0
C -3.686 1.584 0.167 0.1 0.0 0.0
C 4.340 1.955 -1.250 -0.1 -0.1 -0.3
C 4.120 -1.041 2.816 -0.1 0.0 0.0
C -0.677 -4.332 -1.906 0.0 0.0 0.1
C -2.126 -4.588 -1.538 0.0 0.0 0.1
C 1.095 1.164 -3.046 -0.4 -0.3 -0.3
C -5.937 3.197 0.455 0.0 0.0 0.0
C 2.564 2.330 0.307 0.2 -0.3 -0.6
C 3.418 1.639 -2.233 0.4 0.0 0.0
C -4.688 3.787 0.264 0.0 0.0 0.0
C 3.913 2.268 0.034 -0.1 0.1 0.5
C 2.574 -1.277 0.980 0.4 -0.3 0.1
C 1.586 2.067 -0.690 0.6 0.7 0.1
C -1.354 -2.326 -0.449 -0.1 -0.3 0.1
C -2.460 0.778 0.011 0.1 0.2 -0.2
C -4.949 1.001 0.378 0.1 0.1 0.0
C 3.302 -3.295 2.056 0.0 0.2 0.0
H 2.795 -3.526 2.993 0.0 0.0 0.0
H 0.642 2.612 -0.633 -0.3 -0.4 0.2
H 5.399 1.934 -1.476 0.0 0.0 0.1
H -7.027 1.354 0.682 0.0 0.0 0.0
H 3.702 -1.164 3.816 0.0 0.0 0.0
H 5.160 -1.365 2.818 0.0 0.0 0.0
H -4.270 -0.762 0.393 -0.1 0.0 0.0
H -6.820 3.818 0.560 0.0 0.0 0.0
H 3.743 1.351 -3.226 -0.1 0.1 0.0
H 4.315 -3.696 2.089 0.0 0.0 0.0
H 2.764 -3.756 1.233 0.0 0.0 0.0
H 4.071 0.011 2.546 0.0 0.0 0.0
H -2.699 -4.935 -2.397 0.0 0.0 0.0
H -4.586 4.864 0.228 0.0 -0.1 0.0
H -2.210 -5.312 -0.730 0.0 -0.1 0.0
H -0.593 -3.748 -2.821 0.0 0.0 0.0
H 4.610 2.472 0.833 0.0 0.0 -0.1
H -2.598 3.406 -0.026 0.0 0.0 0.0
H -0.109 -5.257 -2.004 0.0 0.0 0.0
```
Forces are in eV/Å.